Model P:
Below is a molecular structure, C42H63BClN8O5S4Sr, with properties calculated with the ωB97M-V functional and the def2-TZVPD basis.

XYZ file:
```
125
Properties=species:S:1:pos:R:3:lowdin_charge:R:1
S -3.77134 1.54823 -3.40323 0.801
H -3.55605 3.91471 -3.45963 0.023
C -3.24622 2.12817 7.67605 -0.054
H -6.06541 3.61241 -0.04264 0.094
H -0.64231 4.84169 -2.31072 0.085
C -0.73871 3.54739 -0.62213 -0.235
C 1.97058 1.49560 3.19300 -0.510
C -3.33746 3.76601 5.78436 -0.037
C -2.85926 -0.53701 4.36146 -0.241
Sr -0.55280 -0.72257 -0.80474 1.457
H -4.27398 1.83956 7.45288 0.083
H -3.80421 0.17537 6.11076 0.120
C 4.40465 1.02642 3.67106 -0.016
C -4.11100 -6.14780 -0.53337 -0.001
H 1.73088 -2.27380 -0.38944 0.049
N -2.11606 2.37658 1.49816 0.170
H -5.76235 2.86110 2.29782 0.093
N -1.39351 1.81499 4.50610 0.193
S -1.51448 -1.28564 2.07850 0.655
C -3.05335 0.36873 5.35735 0.073
C -4.72150 2.60403 2.09745 -0.044
H -3.91330 5.66703 0.69629 0.086
H -3.07271 0.44132 -5.43427 0.044
H 0.48292 6.17220 3.13821 0.086
C -3.10037 3.09803 -4.01802 -0.383
O 0.98443 -2.46153 0.19566 -0.163
H 4.15389 0.06778 4.12630 0.092
H 1.63708 5.07023 6.52632 0.083
H -4.22577 -1.80881 3.32950 0.083
B -0.14788 1.40350 2.50971 -0.838
C 0.00330 4.15715 -1.76214 -0.059
C -1.80772 -4.08806 -4.32472 -0.206
C 2.42268 5.54475 5.93630 -0.031
H -2.92478 -0.59045 -4.00175 0.030
O 1.48027 -0.60840 -2.01392 -0.176
H -3.77594 -4.48964 -5.07540 0.121
H -3.49189 4.58592 6.48682 0.091
H -5.02097 2.32889 -0.64299 0.072
H -2.48878 -7.39335 -2.54043 0.098
H -3.34170 3.22346 -5.07222 0.043
O -0.13104 0.85808 -2.48312 -0.212
N -0.79247 2.11012 1.29692 0.024
C -1.07918 -3.64173 -6.94593 -0.072
C -4.24452 4.97541 1.47226 -0.029
H 0.88466 4.68950 -1.40291 0.079
H -5.27206 5.23481 1.72989 0.092
H -4.31805 3.40185 5.47048 0.085
H -4.15112 2.70713 3.02070 0.062
H -2.73690 1.27178 8.12117 0.094
H 2.32970 -0.06528 -4.33213 0.081
C -0.03897 2.66225 0.30432 -0.648
H -3.46845 -6.98896 -0.26758 0.092
N -1.19841 0.92285 3.52953 -0.012
C -0.14820 -3.48198 -5.92930 -0.059
C -1.15480 3.23130 6.87562 -0.048
S 1.30828 0.05578 2.47113 0.948
C -2.29515 1.56205 5.41316 -0.199
H -4.49866 -5.71666 0.38581 0.089
H -4.32742 -1.89601 5.10114 0.084
H 1.31084 -2.33879 1.09391 0.013
H 4.18340 5.86081 3.86840 0.080
H -0.61674 3.64944 6.02557 0.050
H -3.29042 2.91336 8.43053 0.090
C -3.64980 -1.79777 4.25586 -0.062
C -5.03005 3.35537 -0.26774 -0.036
H -0.78986 -3.47094 -7.97381 0.108
H -3.62029 5.12987 2.35404 0.086
H 0.35487 3.37408 -2.43506 0.062
C 3.21980 1.93236 3.67240 -0.201
C -2.72112 3.19829 0.70554 -0.221
H 3.01806 6.14616 2.57128 0.095
C 3.21557 3.23854 4.07394 0.086
H -0.05566 5.69451 4.74252 0.069
H 4.72199 0.82991 2.64536 0.100
C -2.77222 0.41684 -4.38855 -0.377
C 2.09381 5.50188 4.43859 -0.552
O -2.80900 0.16694 -0.75843 -0.217
H 2.51293 6.58070 6.26430 0.094
H -3.87623 -6.94972 -3.57171 0.100
H -3.07494 -3.40443 0.05432 0.108
N 0.91047 3.57903 3.54993 0.218
H 4.12854 3.68228 4.44897 0.128
C -2.03990 3.80892 -0.39268 0.058
H 3.17003 7.29459 3.90480 0.091
C -2.89044 -6.64529 -3.22343 0.015
C -2.15234 -3.34687 -1.97269 -0.400
H -3.11228 -4.13038 -7.43530 0.109
C -1.86717 -0.24105 3.37850 -0.618
H 0.81476 7.21903 4.52522 0.091
H -2.22688 -6.56250 -4.07991 0.094
N -2.96354 -5.35290 -2.56453 -0.057
C 0.75014 6.18218 4.19460 -0.053
H -2.57931 4.47946 -1.04894 0.119
Cl 0.91956 1.66057 -5.12982 0.591
C -2.38186 -4.01706 -6.64606 -0.066
H -4.70312 4.00936 -1.07587 0.071
H 0.20958 -3.59515 -3.80602 0.124
C 2.04884 4.05053 3.99727 -0.187
H 0.86377 -3.18148 -6.16377 0.110
C -0.50478 -3.71443 -4.60933 0.003
C 3.18371 6.23567 3.64572 -0.035
H -3.16810 0.61177 0.01751 0.022
C 0.97044 0.30761 -2.72007 -0.784
H -1.31915 4.02142 7.60930 0.090
H -4.68093 1.55211 1.80310 0.084
H 3.36566 5.04725 6.16609 0.082
C -2.89868 -3.88704 -0.89077 0.081
O -1.56429 -2.25035 -2.11706 -0.201
H -1.71936 0.67276 -4.27821 -0.003
H -2.01862 3.13151 -3.88582 0.028
H -3.08515 0.72403 -1.52078 -0.059
H 2.57192 1.45702 -3.46553 0.089
C 1.82260 0.77867 -3.87442 -0.472
C -4.17866 3.51710 0.99987 -0.539
H -2.98435 -2.66043 4.21525 0.079
H -2.81786 4.15492 4.90721 0.077
C -2.75667 -4.22740 -5.32822 -0.020
C -3.35070 -5.11719 -1.29158 -0.251
H -0.52524 2.46638 7.33350 0.093
N 0.93366 2.30854 3.18819 -0.034
H -4.94738 -6.53349 -1.11520 0.091
S 1.58719 2.32801 0.14640 0.775
N -2.18690 -4.28381 -2.96927 0.061
H 5.23937 1.46447 4.21361 0.089
C -2.50878 2.65737 6.44653 -0.543
```

## Properties
* total charge: +1
* spin multiplicity: 1
* HOMO energy: -9.8843 eV
* Kohn-Sham gap: 7.58 eV
* lowest unoccupied orbital energy: -0.0846 hartree

=====

Model Q:
Below is a molecular structure, C42H63BClN8O5S4Sr, with properties calculated with the ωB97M-V functional and the def2-TZVPD basis.

XYZ file:
```
125
Properties=species:S:1:pos:R:3:lowdin_charge:R:1
C -4.39074 0.12770 -2.35656 -0.238
C 0.86824 -3.79373 -3.25047 -0.203
H -6.38943 0.46887 -1.68638 0.087
H -4.73366 -2.78581 -5.71815 0.093
N -2.53626 -0.63749 -4.27934 0.192
N 0.49544 -1.52479 -4.87820 0.222
O 2.22083 1.39279 1.91556 -0.159
H -4.46032 4.20239 0.81209 0.044
C 2.38175 1.40986 3.15268 -0.405
C 1.39430 0.88276 -2.65042 -0.662
S -2.42763 0.33344 -0.47200 0.728
C 1.78939 5.58845 1.89043 -0.063
C 1.13327 3.09076 -3.56575 0.070
C 1.06019 -4.95546 -2.33374 -0.016
C 0.18415 -2.64869 -2.83132 -0.504
H 3.22128 -1.03885 -7.62413 0.090
H -5.27120 -0.12857 -0.43261 0.082
H -2.19919 -0.25556 -6.87545 0.076
H -2.95060 2.87833 -3.17726 0.072
H 0.10052 -1.19221 -7.39502 0.067
H 4.76627 4.14540 3.89431 0.125
H 3.38145 -3.86092 -6.51311 0.090
H -3.78492 3.44403 -0.64839 0.006
C -1.64897 3.38054 -5.57502 -0.031
Cl -3.65873 -0.43112 3.29783 0.583
H -2.27051 4.24776 -2.28166 0.056
O -0.82470 1.24017 2.38955 -0.174
H 2.23409 -0.27875 -6.36487 0.079
H 3.72104 3.30338 -3.40078 0.086
H -2.38229 4.05875 -6.01577 0.092
H -5.16838 1.53411 -0.95710 0.068
C -5.16778 -1.87197 -6.12778 -0.036
C -4.80896 0.56245 -6.62116 -0.034
O 1.99475 -1.80061 1.13850 -0.149
S -2.08867 4.52945 0.60427 0.772
C 2.74583 3.85545 3.24057 -0.199
C 1.36247 -3.71303 -4.53160 0.097
H 1.92035 -4.54702 -4.93492 0.121
H -4.12224 1.40883 -6.55825 0.078
C 1.96525 2.13220 -3.08585 -0.258
H -2.44838 -1.96548 -6.53384 0.077
H 3.97643 1.54214 -3.48885 0.075
N 0.04991 0.73329 -2.79384 0.033
C -2.05855 -0.04822 3.98129 -0.480
C -3.77866 -0.47724 -4.61397 -0.209
H 2.76225 4.28952 5.78733 0.087
H -6.08184 -1.64922 -5.57456 0.081
N -2.17380 -0.42496 -3.00591 -0.026
C -2.52136 3.87527 -3.27709 -0.036
H -3.26990 4.54032 -3.71151 0.095
C 3.93345 4.56492 3.34406 -0.008
H -5.44641 -2.06185 -7.16536 0.091
C -4.16288 -0.71337 -6.06417 -0.550
C 0.66167 -2.07206 -7.70622 -0.041
H 0.12160 -5.21686 -1.84360 0.094
H -1.16511 5.11917 2.71883 0.020
H 0.95675 5.98954 1.32486 0.106
C 2.80504 0.35933 6.68842 -0.004
N 2.59712 2.57925 3.83631 0.054
N 2.88441 2.30886 5.16396 -0.055
H -0.77379 3.35342 -6.22811 0.092
C 1.78773 -2.37935 -6.70991 -0.547
C -4.75056 -0.10051 -3.64512 0.064
H -3.56069 2.65397 0.91761 0.015
C -1.27177 3.85340 -4.16276 -0.533
H 1.77846 -4.70134 -1.55094 0.093
C -3.63257 3.61701 0.41460 -0.409
S -0.55063 -2.07180 -1.37203 0.952
H 3.74502 0.62213 7.17449 0.094
C 1.66912 4.36140 2.52306 -0.014
S 2.37293 -0.31647 -1.98015 0.701
H -2.07621 2.37654 -5.53350 0.065
H 3.15689 3.12738 7.05154 0.098
O -0.54333 -0.95910 2.37100 -0.171
H 4.95346 6.36965 2.80985 0.110
H 3.55239 -1.37160 -5.91708 0.090
C 2.97017 6.31246 1.99807 -0.070
B -0.69857 -0.61278 -2.73512 -0.854
C -0.68617 5.26433 -4.22782 -0.051
H 1.34586 -2.38925 1.54636 0.052
C -0.26404 2.85501 -3.60662 -0.198
H -5.78649 0.00265 -3.94244 0.125
C -2.93379 -1.06149 -6.90237 -0.064
H 1.48445 3.24615 6.44403 0.105
H -0.02977 -2.91350 -7.78713 0.090
C 2.71313 0.96566 5.33435 -0.254
H 3.74579 2.29797 -1.93189 0.084
Sr 0.58972 0.28215 0.64290 1.359
H 2.74490 -0.72288 6.61040 0.090
C 4.03448 5.80475 2.72857 -0.064
H -0.39625 3.09091 -0.15323 -0.032
H 1.10713 3.10395 0.17966 0.041
H -2.89147 4.77766 2.85131 0.044
H -1.77551 -0.86352 4.64021 0.077
H -5.06919 0.41294 -7.67004 0.092
H -3.23446 -1.22481 -7.93847 0.092
H 2.46499 -2.31561 0.47563 0.047
O 0.44678 2.62452 -0.34043 -0.164
H 1.53445 4.03784 -3.89870 0.121
C 3.43762 2.34059 -2.97830 -0.065
C 2.76034 -1.19065 -6.64693 -0.036
H 3.05911 7.27603 1.51431 0.109
C -1.06387 0.08647 2.82944 -0.801
H -0.31751 5.58769 -3.25157 0.093
H -1.46333 5.96309 -4.53862 0.092
C -2.99813 -0.00727 -2.01690 -0.630
N 0.00722 -1.63350 -3.67096 -0.015
H 2.94507 -3.44973 -8.16614 0.092
H 1.98723 0.70299 7.32496 0.091
H 0.75521 3.78088 2.47686 0.102
C -5.37143 0.51962 -1.30370 -0.051
H 2.30620 -0.67403 3.94082 0.122
H 1.43374 -5.82322 -2.87314 0.090
H 0.12585 5.33891 -4.95335 0.083
N -0.75451 1.71481 -3.23664 0.187
C -1.95693 4.44161 2.40428 -0.387
C 2.54196 3.29759 6.17145 0.010
H 1.88518 -4.49754 -7.23136 0.091
H -5.72397 0.82405 -6.08695 0.081
C 2.54070 -3.62608 -7.16957 -0.059
C 1.18598 -2.55490 -5.32517 -0.177
H 1.08556 -1.88455 -8.69385 0.091
C 2.43138 0.37654 4.13724 0.082
H -2.14979 0.88742 4.52344 0.073
H -1.72921 3.42199 2.71639 0.016
```

## Properties
* total charge: +1
* spin multiplicity: 1
* HOMO energy: -10.1259 eV
* Kohn-Sham gap: 7.64 eV
* lowest unoccupied orbital energy: -0.0912 hartree

=====

Which structure is most stable, and how do the rest compare? From most to least stable: model Q, model P.

=====

Model P:
Below is 2 unconnected molecules or ions with the total composition C10H10N2O2, with properties calculated with the ωB97M-V functional and the def2-TZVPD basis.

XYZ file:
```
24
Properties=species:S:1:pos:R:3:lowdin_charge:R:1
O 0.05521 -0.70548 1.82800 0.073
C 1.42633 -1.38486 0.02717 -0.085
H 0.66741 -1.96120 -0.57888 0.109
C -0.80516 0.40043 -0.62384 -0.123
H -4.32958 0.31633 1.01412 0.072
H 1.60835 1.02386 2.03521 0.260
H 2.18202 -1.62556 -1.92916 0.144
C 3.04881 0.66743 0.43170 -0.543
C -1.62358 1.48873 -0.58817 -0.087
C -1.35075 -0.86008 -0.30728 -0.144
C -3.35158 0.23988 0.64048 -0.080
N 2.15987 0.21565 1.38949 0.183
C -2.91060 1.39166 0.10159 -0.123
H -2.96690 -2.15087 0.35117 0.131
N 3.28981 -0.17302 -0.63841 0.093
O 3.65048 1.74124 0.58535 0.037
H 0.29049 0.57499 -0.92369 0.127
C -2.59131 -1.04258 0.35152 -0.012
H -0.68491 -1.57416 -0.64444 0.034
H 3.80327 0.51363 -1.48226 0.268
H -3.58743 2.27158 -0.24433 0.131
H -1.39814 2.46084 -1.00232 0.091
C 2.31483 -1.11373 -0.96058 -0.063
C 1.10309 -0.71470 1.16758 -0.493
```

## Properties
* SMILES: O=c1cc[nH]c(=O)[nH]1.c1ccccc1
* spin multiplicity: 1
* HOMO energy: -8.7711 eV
* Kohn-Sham gap: 8.62 eV
* lowest unoccupied orbital energy: -0.0057 hartree

=====

Model Q:
Below is 2 unconnected molecules or ions with the total composition C10H10N2O2, with properties calculated with the ωB97M-V functional and the def2-TZVPD basis.

XYZ file:
```
24
Properties=species:S:1:pos:R:3:lowdin_charge:R:1
C 0.06409 -0.75853 -1.64135 -0.130
N 1.17179 -0.05353 0.82830 0.092
C 0.37066 0.57172 -1.92060 -0.130
H -3.25630 -0.66784 -2.85386 0.150
C 1.70382 -1.14249 2.93845 -0.015
H -0.28363 2.61954 -2.39355 0.134
C 0.28231 0.78521 1.41039 -0.560
C 0.72709 -0.32682 3.65187 -0.427
O 0.46975 -0.51810 4.78786 0.109
H -1.61339 -2.11546 -1.78656 0.107
H -2.56345 1.99873 -3.02694 0.124
C 1.77800 -1.05214 1.60820 -0.072
O -0.14898 1.74533 0.82701 0.079
H -0.43129 1.41110 3.16253 0.129
H 2.19349 -1.89673 0.90410 0.159
H 1.18974 -0.03833 -0.25642 0.105
C -1.93186 1.10841 -2.72418 -0.110
H 1.46474 0.76156 -1.96284 0.123
C -1.27077 -1.06416 -1.85765 -0.094
C -0.62470 1.51314 -2.38320 -0.073
N 0.02925 0.64925 2.75715 0.212
H 2.15999 -1.92058 3.51322 0.109
C -2.24896 -0.18997 -2.38795 -0.110
H 0.76862 -1.41932 -1.19400 0.089
```

## Properties
* SMILES: O=c1cc[nH]c(=O)[nH]1.c1ccccc1
* spin multiplicity: 1
* HOMO energy: -9.2472 eV
* Kohn-Sham gap: 9.79 eV
* lowest unoccupied orbital energy: 0.0198 hartree

=====

Which structure is most stable, and how do the rest compare? From most to least stable: model Q, model P.